No. 1
This record from OMol25 describes a molecular structure, C38H51N2O2P2RbSe2 at a distorted geometry. The level of theory is the ωB97M-V functional and the def2-TZVPD basis.

Computed properties:
Frontier orbital gap ... 1.59 eV
F_max ... 0.0319 hartree/bohr
Multiplicity ... 1
E_LUMO ... 3.34 eV
Net charge ... -2

Positions of all 98 atoms, in Å:
Rb -0.190 0.038 0.178
Se 2.168 2.705 -1.141
Se 3.686 -0.087 0.013
P -2.777 2.100 0.281
P 0.895 -3.126 0.015
O -0.130 0.494 2.815
O 0.086 2.439 1.734
N 0.221 -0.139 -2.762
N -0.479 0.059 -5.008
C 3.276 1.398 1.204
C -5.853 0.745 -2.075
C 2.090 -7.088 0.124
C -4.415 -0.110 0.314
C -3.004 6.632 -0.621
C -4.251 1.264 -0.302
C -0.465 -3.507 -1.158
C -4.258 2.478 2.645
C -6.234 -0.422 -1.392
C 1.305 -5.946 0.160
C 1.051 -1.884 -5.418
C -2.124 2.106 4.354
C 1.730 4.598 -1.083
C -2.996 2.215 2.111
C -0.030 -3.333 1.589
C 4.029 -5.740 -0.298
C -4.195 5.937 -0.442
C -1.542 0.328 -5.955
C 1.870 -4.688 -0.033
C -5.640 -0.790 -0.210
C -3.374 2.400 4.871
C -1.795 5.956 -0.540
C -4.453 2.581 4.012
C -1.916 2.019 2.977
C -2.052 0.489 -3.162
C 0.801 -0.383 -5.537
C -0.681 0.101 -3.644
C -4.880 1.578 -1.476
C 3.182 2.754 0.525
C 3.237 -4.596 -0.266
C 3.457 -6.983 -0.105
C -4.175 4.574 -0.184
C -0.520 1.639 2.485
C -1.778 4.590 -0.291
C -2.966 3.885 -0.112
C 5.322 0.611 -0.762
C -2.255 -0.922 -6.458
C -3.277 -1.094 -0.041
H 1.636 -8.060 0.276
H 5.658 -0.121 -1.497
H -2.263 1.000 -5.494
H 2.062 -2.128 -5.751
H 6.092 0.726 0.001
H 0.240 -6.035 0.343
H 2.648 3.433 1.191
H -1.112 0.876 -6.799
H -2.856 -0.089 -3.622
H -7.034 -1.041 -1.792
H -1.231 -2.730 -1.058
H 1.225 4.830 -0.146
H 4.071 -7.876 -0.133
H 2.316 1.152 1.665
H 0.957 -2.220 -4.386
H -1.569 -1.579 -6.997
H 0.836 -0.085 -6.587
H -0.684 -2.467 1.723
H -3.070 -0.656 -7.135
H -2.100 0.330 -2.089
H -5.144 6.459 -0.498
H 4.028 1.433 1.993
H 5.143 1.557 -1.272
H -3.351 -2.028 0.532
H -2.675 -1.483 -5.622
H 0.654 -3.358 2.437
H 1.065 4.812 -1.918
H -5.977 -1.675 0.319
H -0.093 -3.476 -2.182
H -3.512 2.472 5.945
H -2.248 1.545 -3.360
H 0.341 -2.452 -6.021
H -0.658 -4.228 1.597
H 5.093 -5.643 -0.478
H 1.119 -0.356 -3.183
H -4.439 -0.037 1.409
H -5.104 4.035 -0.036
H -5.096 2.583 1.963
H -4.626 2.511 -1.978
H -0.841 4.049 -0.206
H 4.174 3.159 0.321
H -0.944 -4.472 -0.970
H 1.605 0.171 -5.042
H -3.021 7.699 -0.818
H -1.285 1.918 5.013
H -6.332 1.046 -2.999
H 2.632 5.202 -1.179
H -0.859 6.488 -0.673
H -5.441 2.788 4.407
H 3.691 -3.623 -0.413
H -3.228 -1.308 -1.115

Forces on atoms 1 to 3 (eV/Å):
-0.1 -0.1 -0.7
-0.1 0.0 0.0
-0.1 -0.1 0.0

Atom charges from the Mulliken analysis, given in e for atoms 1 to 4: 1.01, 0.26, 0.08, 0.64

=====

No. 2
This record from OMol25 describes 2 unconnected molecules or ions with the total composition C4H12 at a distorted geometry. The level of theory is the ωB97M-V functional and the def2-TZVPD basis.

Computed properties:
ΔE to the lowest compared entry with this formula, charge and spin ... 122.6 kJ/mol
Frontier orbital gap ... 11.92 eV
F_max ... 0.0937 hartree/bohr
Multiplicity ... 1
E_LUMO ... 1.10 eV
SMILES string ... CC.CC

Positions of all 16 atoms, in Å:
C 1.903 0.332 -1.788
C -0.982 0.061 1.660
C 0.712 0.937 -1.211
C -1.590 -1.251 1.327
H 0.400 0.367 -0.302
H 2.794 0.325 -0.963
H -2.496 -1.571 1.940
H -0.183 0.789 -1.907
H 2.362 0.756 -2.726
H -0.368 -0.126 2.526
H -0.479 0.572 0.754
H -2.052 -1.352 0.316
H 0.783 1.976 -0.888
H -1.047 -2.213 1.314
H -1.781 0.724 2.063
H 1.807 -0.720 -2.060

Forces on atoms 1 to 3 (eV/Å):
4.7 -0.7 0.4
-0.4 1.2 -0.3
-3.1 -0.5 0.2

Atom charges from the Mulliken analysis, given in e for atoms 1 to 4: -0.92, -0.51, -0.54, -0.99

=====

No. 3
This record from OMol25 describes 3 unconnected molecules or ions with the total composition C34H59BrN6O9P4S at a distorted geometry. The level of theory is the ωB97M-V functional and the def2-TZVPD basis.

Computed properties:
Frontier orbital gap ... 6.99 eV
F_max ... 0.1298 hartree/bohr
Multiplicity ... 1
E_LUMO ... -1.23 eV
SMILES string ... CCOP(=O)(CCc1c(CC(=O)Br)cc(O)c2c1C(=O)c1cccc([PH2]=S)c1C2=O)OCC.CN(C)P(=O)(N(C)C)N(C)C.CN(C)P(=O)(N(C)C)N(C)C

Positions of all 114 atoms, in Å:
Br -6.045 -3.273 -3.426
S -6.141 6.313 0.063
P -0.587 -0.175 -5.714
P -5.604 4.663 0.944
P -0.189 -2.591 1.779
P 5.429 -0.046 3.430
O 0.092 -1.965 0.447
O -0.443 -1.357 -6.579
O -6.479 3.440 -1.462
O -0.147 -0.544 -4.223
O -1.952 1.281 -3.065
O -7.931 1.652 -2.688
O -5.108 -3.666 -5.985
O 4.344 -0.485 2.494
O 0.306 1.063 -6.212
N 4.502 0.950 4.506
N 0.095 -1.188 2.762
N 0.023 -3.650 3.163
N 6.821 -0.172 4.493
N -1.892 -2.878 1.621
N 6.320 0.941 2.313
C -2.830 -3.034 2.717
C -4.327 1.082 -3.180
C 0.356 -5.024 2.688
C 6.012 0.734 0.900
C -2.924 4.114 0.817
C -3.055 2.482 -1.424
C -2.244 -3.818 0.557
C -1.749 3.566 0.308
C -4.139 3.867 0.198
C -0.923 -0.615 3.619
C 5.029 2.014 5.340
C 1.133 -1.183 -4.111
C -1.842 2.743 -0.799
C -5.538 -2.856 -5.257
C -4.375 0.073 -4.154
C -3.036 1.579 -2.624
C -6.724 1.179 -3.143
C 0.813 1.937 -5.191
C 3.472 0.227 5.250
C -3.131 -0.596 -4.731
C 1.165 3.278 -5.822
C 1.097 -3.311 4.123
C -5.758 -1.420 -5.713
C 6.547 2.358 2.530
C -5.617 -0.369 -4.638
C -5.512 1.671 -2.669
C -4.224 3.057 -0.938
C 1.458 -1.250 -2.629
C 8.149 -0.339 3.864
C -2.345 0.291 -5.714
C -6.766 0.184 -4.107
C -5.489 2.780 -1.657
C 6.663 -1.364 5.375
C 0.823 -0.099 2.115
H 7.214 2.749 1.758
H 1.590 3.930 -5.061
H -8.452 0.898 -2.393
H 0.620 -1.746 -2.141
H 2.962 -0.491 4.606
H -5.031 -1.211 -6.496
H -2.492 -0.808 -3.875
H 1.724 1.544 -4.732
H -2.847 4.760 1.684
H 7.069 2.545 3.470
H -2.382 1.325 -5.369
H 5.730 -1.318 5.938
H -0.408 -5.402 2.007
H -6.634 3.710 1.031
H 6.821 1.134 0.283
H -0.492 0.193 4.218
H 0.404 -5.716 3.527
H 1.661 -0.474 1.535
H 5.616 2.939 2.503
H 8.887 -0.549 4.641
H -2.706 0.237 -6.738
H -1.768 -0.203 3.050
H -1.292 -1.337 4.350
H -2.103 -4.866 0.856
H -3.291 -3.699 0.270
H -5.212 4.953 2.267
H 0.236 3.716 -6.190
H -3.849 -3.054 2.322
H 8.167 -1.157 3.140
H 7.472 -1.409 6.103
H -2.686 -3.959 3.293
H -1.644 -3.635 -0.334
H 0.858 -2.431 4.710
H -6.747 -1.316 -6.161
H 1.561 -0.257 -2.190
H 1.314 -5.049 2.161
H 2.059 -3.150 3.631
H 0.102 2.095 -4.378
H 1.838 3.136 -6.665
H 1.089 -2.211 -4.473
H -0.792 3.775 0.762
H 2.714 0.918 5.626
H 0.177 0.492 1.451
H -7.728 -0.165 -4.462
H 5.670 1.657 6.157
H 5.925 -0.323 0.663
H -2.815 -2.199 3.408
H 3.878 -0.317 6.116
H 2.356 -1.840 -2.450
H 8.487 0.566 3.371
H -0.932 2.313 -1.195
H 1.920 -0.686 -4.681
H -3.365 -1.563 -5.167
H 5.080 1.231 0.603
H 6.661 -2.295 4.800
H 5.580 2.759 4.777
H 4.200 2.562 5.795
H 1.240 0.573 2.870
H 1.205 -4.129 4.839

Forces on atoms 1 to 3 (eV/Å):
0.0 0.0 0.1
0.1 0.0 0.2
-0.4 -1.9 -1.2

Atom charges from the Mulliken analysis, given in e for atoms 1 to 4: -0.18, -0.43, 0.76, 0.23

=====

No. 4
This record from OMol25 describes a molecular structure, C15H21F2N2O3S2V at a distorted geometry. The level of theory is the ωB97M-V functional and the def2-TZVPD basis.

Computed properties:
ΔE to the lowest compared entry with this formula, charge and spin ... 93.7 kJ/mol
⟨S²⟩ ... 2.027
Frontier orbital gap (spin up / spin down) ... 6.67 / 7.00 eV
F_max ... 0.0739 hartree/bohr
Multiplicity ... 3
E_LUMO (spin up / spin down) ... 0.10 / 0.10 eV

Positions of all 46 atoms, in Å:
V 0.618 0.198 -0.672
S -0.616 -1.378 -1.677
S -0.688 1.738 -1.601
F 2.844 1.333 -1.456
F 2.696 -0.677 -2.294
O 1.831 -0.691 0.329
O -0.440 -1.705 1.254
O 0.047 0.934 1.539
N -2.113 1.482 1.866
N 3.063 -1.179 2.169
C -3.493 1.173 2.137
C -1.985 0.922 -5.318
C 1.914 -1.197 1.448
C -1.486 -0.897 1.736
C -1.124 0.593 1.695
C -1.128 -0.497 -3.091
C 0.689 -1.870 2.075
C -1.122 0.908 -3.074
C -1.834 2.894 1.724
C -2.042 -0.466 -5.312
C 3.273 -2.012 3.329
C 4.262 -0.615 1.581
C -1.532 1.606 -4.208
C -1.611 -1.172 -4.208
C 1.969 0.465 -2.093
H -3.839 1.814 2.951
H -1.654 -2.250 -4.184
H -1.761 -1.183 2.765
H -1.514 2.686 -4.195
H 4.944 -1.410 1.267
H -1.852 3.384 2.700
H 3.467 -3.052 3.045
H 3.993 -0.014 0.713
H 1.772 0.893 -3.091
H 2.417 -1.988 4.000
H -2.441 -0.993 -6.165
H 4.761 0.011 2.322
H -3.630 0.137 2.427
H -2.319 1.470 -6.186
H 0.880 -2.951 2.146
H -4.112 1.377 1.260
H 4.144 -1.636 3.864
H -2.320 -1.102 1.058
H -2.588 3.351 1.084
H 0.516 -1.455 3.074
H -0.856 3.022 1.265

Forces on atoms 1 to 3 (eV/Å):
-2.6 1.6 -0.2
-0.3 -0.7 -0.2
-0.8 1.4 -0.3

Atom charges from the Mulliken analysis, given in e for atoms 1 to 4: 0.32, -0.51, -0.34, -0.32

=====

No. 5
This record from OMol25 describes a gas-phase ion, C6H11N2 (charge +1) at a distorted geometry. The level of theory is the ωB97M-V functional and the def2-TZVPD basis.

Computed properties:
ΔE to the lowest compared entry with this formula, charge and spin ... 299.4 kJ/mol
Frontier orbital gap ... 9.75 eV
F_max ... 0.1354 hartree/bohr
Multiplicity ... 1
E_LUMO ... -3.74 eV
Net charge ... +1
SMILES string ... CC1=[NH+][C@@H](C)C=CN1

Positions of all 19 atoms, in Å:
N -0.703 -0.473 0.712
N -0.512 0.495 -1.352
C 0.796 0.398 0.979
C -1.062 -0.399 -0.537
C 0.632 1.367 -1.209
C 1.500 1.333 -0.170
C 1.883 -0.419 1.613
C -2.274 -1.136 -1.103
H 0.990 1.839 -2.054
H 1.478 -1.318 1.971
H -0.984 -1.051 1.502
H -2.419 -1.975 -0.508
H -1.238 0.602 -2.078
H 2.208 2.064 0.154
H 0.351 1.053 1.754
H -2.307 -1.276 -2.231
H -3.278 -0.563 -0.836
H 2.271 0.105 2.433
H 2.668 -0.646 0.959

Forces on atoms 1 to 3 (eV/Å):
4.5 1.8 -0.8
-0.4 0.3 -1.1
-0.3 1.6 1.4

Atom charges from the Mulliken analysis, given in e for atoms 1 to 4: -0.27, -0.14, 0.39, 0.73

=====

No. 6
This record from OMol25 describes a molecular structure, C45H66NOP2PdSi at a distorted geometry. The level of theory is the ωB97M-V functional and the def2-TZVPD basis.

Computed properties:
ΔE to the lowest compared entry with this formula, charge and spin ... 0.0 kJ/mol
Frontier orbital gap ... 4.56 eV
F_max ... 0.0422 hartree/bohr
Multiplicity ... 1
E_LUMO ... 2.66 eV
Net charge ... -1

Positions of all 117 atoms, in Å:
Pd -0.563 -0.312 0.117
P 0.039 -1.998 2.375
P 0.046 -0.939 -2.768
Si 1.764 -0.246 0.062
O -2.518 -1.996 -0.403
N -1.375 2.128 0.550
C 2.966 -4.744 1.201
C -3.155 -0.751 -0.720
C 2.234 -2.074 0.597
C -1.004 -3.520 -2.818
C -3.563 2.903 -0.005
C 2.154 -0.760 6.330
C 0.919 -1.597 3.991
C -0.790 -4.584 3.793
C -2.709 2.002 0.631
C 0.663 -0.383 6.181
C -1.080 -5.743 2.834
C 4.504 0.346 -3.122
C -3.028 3.948 -0.736
C 2.568 -0.158 -1.696
C -4.015 -0.158 0.409
C -2.792 0.975 -5.167
C -3.318 -4.547 2.733
C 0.214 -0.443 4.711
C -1.183 -3.228 3.158
C 0.213 -2.732 -3.334
C -2.023 -1.325 -5.950
C -0.621 -0.008 -4.295
C 3.755 0.081 -4.263
C 3.064 0.782 1.058
C 1.551 -4.879 -3.245
C 2.419 -1.272 3.868
C -2.026 0.521 -3.925
C -0.872 3.138 -0.155
C -0.957 -4.989 -3.243
C 3.361 -2.695 0.029
C -2.601 -5.912 2.685
C -2.402 -3.427 2.230
C 0.329 -5.651 -2.751
C -1.649 4.074 -0.817
C 3.725 -4.007 0.303
C 2.920 -0.422 5.052
C 3.912 0.230 -1.873
C 1.861 -4.156 1.803
C 2.426 -0.287 -4.126
C -3.256 0.791 1.359
C 1.460 -2.847 1.508
C -0.664 -0.683 -5.684
C 1.494 -3.407 -2.828
C -3.105 -0.237 -6.070
C 1.817 -0.403 -2.867
H -3.907 1.107 2.181
H 0.470 0.489 4.194
H -2.085 -3.657 1.211
H 4.203 0.154 -5.247
H -2.195 1.711 -5.718
H 3.994 -0.568 5.190
H -1.831 -5.516 -2.851
H -2.601 -0.275 -3.439
H 2.248 -1.834 6.521
H -0.644 -5.521 1.859
H -3.717 1.478 -4.876
H -1.938 1.324 -3.188
H -0.622 -6.672 3.181
H -4.841 0.393 -0.054
H 2.633 1.147 1.996
H -0.487 0.079 -6.455
H -2.821 -6.416 1.739
H 0.213 3.171 -0.201
H -1.186 4.872 -1.384
H 1.320 -4.746 2.519
H 0.134 -1.415 -5.808
H 2.381 -2.884 -3.191
H 4.519 0.437 -0.995
H 1.594 -4.940 -4.340
H -0.875 -0.530 4.649
H 3.351 1.670 0.477
H 0.488 0.620 6.582
H -3.677 4.650 -1.247
H 0.823 -2.492 4.617
H 1.853 -0.493 -5.023
H 4.592 -4.448 -0.179
H 0.376 -6.696 -3.072
H 0.235 -4.586 4.161
H 0.332 -5.649 -1.653
H 0.050 0.850 -4.363
H 2.781 0.643 4.829
H 5.546 0.635 -3.208
H -2.405 0.270 1.790
H -4.637 2.774 0.068
H 3.966 -2.129 -0.675
H -1.002 -5.057 -4.338
H 2.984 -2.206 3.810
H -2.953 -2.489 2.157
H 2.612 -0.744 2.941
H -1.413 -4.739 4.684
H -2.260 -2.007 -5.127
H 3.982 0.218 1.294
H -4.229 -4.580 2.131
H 2.591 -0.251 7.193
H 0.209 -2.776 -4.428
H -2.388 -0.008 -1.023
H -3.631 -4.323 3.760
H -3.806 -0.941 -1.576
H 1.516 -3.344 -1.733
H -1.938 -3.055 -3.149
H -1.993 -1.932 -6.857
H -1.554 -1.751 -0.066
H -1.018 -3.460 -1.728
H -1.505 -2.581 3.981
H -2.981 -6.558 3.483
H 3.233 -5.767 1.444
H -3.183 0.089 -7.110
H -4.455 -0.982 0.977
H -4.077 -0.657 -5.799
H 0.051 -1.070 6.774
H 2.469 -5.333 -2.861

Forces on atoms 1 to 3 (eV/Å):
1.8 1.0 0.7
0.2 -0.2 -0.1
0.1 0.0 -0.1

Atom charges from the Mulliken analysis, given in e for atoms 1 to 4: 0.33, 0.55, 1.87, 0.72

=====

No. 7
This record from OMol25 describes a single C5H9NO3 molecule at a distorted geometry. The level of theory is the ωB97M-V functional and the def2-TZVPD basis.

Computed properties:
ΔE to the lowest compared entry with this formula, charge and spin ... 574.1 kJ/mol
Frontier orbital gap ... 10.66 eV
F_max ... 0.0757 hartree/bohr
Multiplicity ... 1
E_LUMO ... 0.57 eV
SMILES string ... C=C[C@](C)(CO)[N+](=O)[O-]

Positions of all 18 atoms, in Å:
O -0.123 2.512 -0.959
O -1.851 1.990 0.156
O -1.079 -0.536 -2.410
N -0.841 1.746 -0.450
C 0.100 -0.332 -1.711
C 1.064 0.682 0.365
C 1.369 0.903 1.603
C -1.117 -0.605 0.611
C -0.187 0.194 -0.266
H 2.342 1.377 1.858
H -0.351 -1.194 1.271
H 1.723 0.928 -0.457
H -1.653 -1.374 -0.066
H -1.435 -1.433 -2.256
H -1.863 0.104 1.110
H 0.747 -1.135 -1.865
H 0.573 0.536 -2.191
H 0.789 0.742 2.527

Forces on atoms 1 to 3 (eV/Å):
1.4 2.3 -2.0
-0.6 0.2 -0.1
-1.3 -0.9 -0.5

Atom charges from the Mulliken analysis, given in e for atoms 1 to 4: -0.56, -0.65, -0.52, 0.97

=====

No. 8
This record from OMol25 describes a molecular structure, C15H18IN4O2PtS at a distorted geometry. The level of theory is the ωB97M-V functional and the def2-TZVPD basis.

Computed properties:
ΔE to the lowest compared entry with this formula, charge and spin ... 106.9 kJ/mol
⟨S²⟩ ... 2.011
Frontier orbital gap (spin up / spin down) ... 6.60 / 6.35 eV
F_max ... 0.0298 hartree/bohr
Multiplicity ... 3
E_LUMO (spin up / spin down) ... 2.72 / 2.42 eV
Net charge ... -1

Positions of all 42 atoms, in Å:
Pt -0.085 -0.855 -0.149
I -2.533 -0.116 0.013
S -1.234 -4.139 1.401
O 1.103 -2.605 -0.357
O 0.582 1.156 0.797
N -3.721 -3.125 1.454
N -2.587 -2.825 3.305
N 1.577 1.395 -1.270
N 1.560 0.033 -1.324
C 1.498 4.210 -0.958
C -0.474 5.194 0.730
C 2.524 -1.981 -2.161
C -0.201 3.835 0.702
C 2.426 -0.569 -2.089
C -2.531 -3.367 2.063
C -4.523 -2.148 2.182
C 0.986 1.854 -0.190
C -3.763 -1.994 3.512
C 1.905 -2.879 -1.308
C 0.779 3.333 -0.151
C 1.232 5.569 -0.918
C 2.237 -4.354 -1.476
C 0.240 6.064 -0.081
C 3.379 0.285 -2.885
H -5.539 -2.519 2.331
H 2.259 3.811 -1.616
H 2.810 0.953 -3.533
H -4.348 -2.356 4.361
H 3.216 -2.393 -2.884
H 2.070 -4.667 -2.507
H -4.567 -1.203 1.638
H -1.253 5.570 1.384
H -3.737 -3.125 0.449
H 4.065 -0.320 -3.475
H 1.792 6.252 -1.546
H 1.600 -4.938 -0.813
H -1.748 -2.717 3.842
H 3.282 -4.540 -1.224
H 3.943 0.920 -2.200
H 0.017 7.125 -0.066
H -3.496 -0.952 3.697
H -0.742 3.131 1.321

Forces on atoms 1 to 3 (eV/Å):
1.5 0.1 -0.2
-0.4 0.3 -0.1
0.1 -0.2 0.0

Atom charges from the Mulliken analysis, given in e for atoms 1 to 4: 0.77, -0.50, -0.32, -0.69

=====

What is the F_max in the sixth record?
0.0422 hartree/bohr